[1]
{"formula": "C2H6P2S", "method": "wB97M-V/def2-TZVPD", "symbols": ["C", "C", "P", "P", "S", "H", "H", "H", "H", "H", "H"], "xyz": [[0.720, 0.442, -0.811], [-0.600, 0.434, -0.086], [2.061, -0.740, -0.306], [-2.351, 0.063, -0.307], [0.069, 1.944, 0.126], [0.736, 0.563, -1.933], [0.016, -0.525, 1.537], [1.201, -1.118, 0.761], [2.705, 0.232, 0.369], [-2.541, 0.064, 1.153], [-2.016, -1.359, -0.503]], "charge": 0, "lumo_energy_ev": [-0.4, -0.4], "e_above_lowest_kcal_mol": 114.2, "molar_mass_da": 124.1, "gap_ev": [7.44, 7.26], "max_force_ev_per_a": 3.5}

[2]
{"formula": "C6H3F3NRhSSe3Te", "method": "wB97M-V/def2-TZVPD", "symbols": ["Rh", "Se", "Se", "Te", "Se", "F", "C", "F", "F", "C", "C", "C", "C", "N", "C", "S", "H", "H", "H"], "xyz": [[0.193, 1.136, 2.052], [-0.154, 3.186, 3.258], [0.436, 3.215, 5.415], [1.521, 0.352, 5.909], [1.157, -0.426, 3.664], [-2.103, -0.095, -3.456], [-1.015, 0.553, -2.995], [-0.123, 0.562, -4.006], [-1.371, 1.816, -2.768], [-0.448, -0.148, -1.793], [-0.056, -1.466, -1.955], [0.477, -2.184, -0.894], [0.602, -1.541, 0.324], [0.226, -0.278, 0.478], [-0.297, 0.447, -0.538], [-0.669, 2.050, 0.036], [-0.170, -1.932, -2.925], [0.787, -3.211, -1.005], [1.008, -2.033, 1.199]], "charge": 0, "lumo_energy_ev": [-0.4, -2.6], "e_above_lowest_kcal_mol": 0.0, "molar_mass_da": 645.5, "s_squared": 6.02, "gap_ev": [7.13, 5.92], "max_force_ev_per_a": 0.6, "multiplicity": 5}